Below is a 3-piece molecular cluster, C4H15NO3 overall, with properties calculated with wB97M-V/def2-TZVPD.

Last columns: bonded neighbours and bond lengths (Å).
Atoms and positions in Å:
1 C -0.967 2.155 -1.025  C2 1.611, H7 1.079, H8 1.081, H9 1.095
2 C -0.161 0.964 -0.299  C1 1.611, C3 1.516, N6 1.447, H10 1.124
3 C -1.074 0.234 0.665  C2 1.516, C4 1.517, H11 1.086, H12 1.117
4 C -0.229 -0.513 1.679  C3 1.517, O5 1.430, H13 1.141, H14 1.090
5 O 0.595 0.407 2.398  C4 1.430, H15 0.965
6 N 0.593 0.082 -1.163  C2 1.447, H16 1.007, H17 1.012
7 H -1.028 2.944 -0.290  C1 1.079
8 H -1.939 1.770 -1.297  C1 1.081
9 H -0.360 2.436 -1.893  C1 1.095
10 H 0.624 1.632 0.148  C2 1.124
11 H -1.743 0.925 1.171  C3 1.086
12 H -1.761 -0.530 0.224  C3 1.117
13 H -0.940 -1.027 2.410  C4 1.141
14 H 0.385 -1.183 1.077  C4 1.090
15 H 1.402 0.342 1.872  O5 0.965
16 H 0.685 0.375 -2.123  N6 1.007
17 H 0.273 -0.878 -1.191  N6 1.012
18 H -1.502 -3.384 -0.423  O20 0.957
19 H -1.031 -3.219 -2.010  O20 0.953
20 O -0.886 -3.063 -1.081  H18 0.957, H19 0.953
21 H 3.539 -0.796 0.318  O23 0.956
22 H 2.451 0.389 0.114  O23 0.979
23 O 3.073 -0.063 0.719  H21 0.956, H22 0.979

## Properties
E_LUMO ... 0.019 Eh
Kohn-Sham gap ... 9.597 eV
Relative energy (zero: lowest compared OMol25 entry of this formula, charge and spin) ... 25.8 kcal per mole
HOMO ... -9.068 eV
SMILES ... C[C@H](N)CCO.O.O

Want to see where the charge sits? The Löwdin charges in e are: number 1, C, carries -0.044; number 2, C, carries -0.447; number 3, C, carries -0.177; number 4, C, carries -0.272; number 5, O, carries -0.071; number 6, N, carries 0.033; number 7, H, carries 0.068; number 8, H, carries 0.062; number 9, H, carries 0.067; number 10, H, carries 0.126; number 11, H, carries 0.114; number 12, H, carries 0.123; number 13, H, carries 0.136; number 14, H, carries 0.100; number 15, H, carries 0.031; number 16, H, carries 0.071; number 17, H, carries 0.052; number 18, H, carries 0.042; number 19, H, carries 0.037; number 20, O, carries -0.048; number 21, H, carries 0.042; number 22, H, carries 0.018; number 23, O, carries -0.061